Entry from the Open Molecules 2025 dataset: a cluster of 15 separate species, C17H51FN16O31S in total (ωB97M-V/def2-TZVPD).

Geometry as XYZ:
```
117
C17H51FN16O31S (ωB97M-V/def2-TZVPD)
C -1.14 0.02 -3.34
C -0.95 -0.86 -2.11
O 0.29 -0.65 -1.42
C 0.40 0.54 -0.71
N -0.26 0.54 0.60
N -1.68 0.80 0.62
S 0.00 -0.77 1.55
O -0.35 -2.03 1.01
O -0.43 -0.42 2.86
F 1.55 -0.63 1.48
H -0.16 0.33 -3.73
H -1.74 0.90 -3.13
H -1.68 -0.54 -4.10
H -1.80 -0.81 -1.43
H -0.91 -1.90 -2.44
H 1.46 0.73 -0.55
H -0.01 1.40 -1.25
H -1.83 1.50 1.33
H -1.93 1.22 -0.27
C 4.68 0.05 0.53
N 5.62 0.83 -0.32
O 5.15 1.66 -1.07
O 6.80 0.59 -0.21
H 3.68 0.39 0.31
H 4.81 -1.00 0.29
H 4.95 0.24 1.57
C -4.91 3.16 1.65
N -4.65 3.07 0.19
O -4.04 2.09 -0.21
O -5.05 3.97 -0.51
H -4.49 2.28 2.13
H -4.45 4.07 2.01
H -5.99 3.20 1.78
C -3.43 -4.78 -2.70
N -3.01 -3.47 -3.26
O -2.10 -3.46 -4.07
O -3.61 -2.49 -2.88
H -2.81 -5.55 -3.15
H -3.30 -4.74 -1.62
H -4.48 -4.92 -2.95
C 0.66 4.26 -4.49
N -0.48 3.42 -4.04
O -0.47 3.01 -2.90
O -1.37 3.19 -4.84
H 1.34 4.36 -3.66
H 1.12 3.75 -5.34
H 0.26 5.22 -4.80
C 5.16 5.87 -4.34
N 3.84 5.48 -4.92
O 3.82 4.64 -5.79
O 2.85 6.03 -4.47
H 5.93 5.29 -4.84
H 5.28 6.93 -4.50
H 5.11 5.64 -3.27
C -4.31 2.91 -5.60
N -4.99 2.18 -6.71
O -5.78 1.31 -6.42
O -4.70 2.52 -7.84
H -4.67 2.51 -4.66
H -3.25 2.76 -5.71
H -4.57 3.96 -5.71
C -1.95 -8.62 -0.40
N -2.95 -7.56 -0.72
O -3.07 -6.63 0.05
O -3.58 -7.69 -1.74
H -1.47 -8.35 0.54
H -2.50 -9.55 -0.32
H -1.25 -8.65 -1.22
C -0.63 1.42 5.85
N -1.82 2.30 5.86
O -2.28 2.67 4.80
O -2.28 2.61 6.94
H -0.35 1.24 4.81
H 0.16 1.92 6.39
H -0.90 0.49 6.34
C 8.01 2.16 -2.90
N 8.94 2.96 -3.75
O 8.46 3.79 -4.49
O 10.12 2.72 -3.64
H 7.00 2.48 -3.10
H 8.16 1.12 -3.15
H 8.28 2.34 -1.86
C -1.93 5.39 -0.29
N -0.66 4.99 0.39
O 0.37 5.48 0.00
O -0.77 4.18 1.29
H -1.70 6.10 -1.07
H -2.38 4.48 -0.70
H -2.57 5.83 0.47
C 0.48 -12.85 -0.65
N -0.63 -11.87 -0.45
O -0.99 -11.22 -1.40
O -1.10 -11.80 0.67
H 0.78 -12.81 -1.69
H 1.28 -12.58 0.02
H 0.08 -13.83 -0.39
C -3.36 5.50 7.19
N -3.57 6.90 7.66
O -2.72 7.40 8.36
O -4.60 7.44 7.31
H -2.41 5.15 7.58
H -4.18 4.90 7.56
H -3.36 5.52 6.10
C -0.85 -2.58 9.02
N -0.55 -1.33 8.27
O 0.32 -1.36 7.42
O -1.21 -0.35 8.54
H -0.18 -3.35 8.66
H -0.68 -2.36 10.07
H -1.89 -2.82 8.84
C 5.16 -5.06 1.57
N 5.08 -3.68 1.02
O 4.78 -2.78 1.78
O 5.32 -3.54 -0.16
H 4.92 -5.02 2.62
H 4.45 -5.66 1.01
H 6.17 -5.42 1.40
```

Results
spin multiplicity: 1
net charge: 0

Atomic partial charges in e from the Mulliken method, atoms 1 to 6:
1 C -0.993
2 C 0.076
3 O -0.300
4 C 0.052
5 N 0.616
6 N -0.567



Entry from the Open Molecules 2025 dataset: a cluster of 2 separate species, C4H10O3 in total in a non-equilibrium geometry (ωB97M-V/def2-TZVPD).

Geometry as XYZ:
```
17
C4H10O3 (ωB97M-V/def2-TZVPD)
C -0.54 -0.22 1.12
C 0.72 0.23 0.35
O 0.30 1.04 -0.72
C -0.38 2.19 -0.30
O -1.63 1.73 0.17
C -1.46 0.99 1.42
H -1.08 -1.02 0.57
H -0.34 -0.59 2.14
H 1.33 -0.61 -0.03
H 1.35 0.80 1.05
H 0.14 2.79 0.46
H -0.58 2.85 -1.17
H -1.19 1.71 2.21
H -2.43 0.53 1.70
O 2.19 -4.38 -3.16
H 2.29 -3.90 -2.31
H 1.30 -4.12 -3.50
```

Results
spin multiplicity: 1
net charge: 0

Atomic partial charges in e from the Mulliken method, atoms 1 to 6:
1 C -0.401
2 C -0.442
3 O -0.385
4 C -0.230
5 O -0.394
6 C -0.466



What E_tot values result from the calculations? In sequence: -119282.229 -10451.485 eV.